1.
A structure of composition C22H31F6N7OS3Ti. Source: the Open Molecules 2025 dataset; level of theory: ωB97M-V/def2-TZVPD.

Output
total charge	+2
LUMO	-6.82	eV
highest occupied orbital energy	-13.7310	eV
electronic energy	-107712.0883	eV
HOMO-LUMO gap	6.9144	eV
relative energy (zero: lowest compared OMol25 entry of this formula, charge and spin)	0.6336	eV
F_max	0.003	hartree/bohr

Atoms and positions in Å:
Ti (-0.3439, 0.1070, 0.9529)
C (-0.7489, -4.9935, 3.7455)
S (-0.7515, -3.7470, 2.4540)
C (-0.4593, -2.3011, 3.3691)
S (-0.2701, -2.1429, 4.9773)
N (-0.4234, -1.2050, 2.5135)
N (-0.3070, 0.0248, 2.8938)
C (-0.2176, 0.9060, 3.8113)
C (-0.2085, 2.2367, 3.1831)
C (-0.2421, 3.4188, 3.8907)
C (-0.3314, 4.6142, 3.1882)
C (-0.3894, 4.5790, 1.8065)
C (-0.3336, 3.3528, 1.1653)
N (-0.2303, 2.1949, 1.8229)
H (-0.9414, -5.9373, 3.2391)
H (-1.5350, -4.7882, 4.4677)
H (0.2182, -5.0244, 4.2406)
H (-0.1988, 0.6922, 4.8705)
H (-0.2173, 3.4001, 4.9714)
H (-0.3667, 5.5567, 3.7178)
H (-0.4773, 5.4834, 1.2223)
H (-0.3740, 3.2970, 0.0868)
C (1.7097, -2.6148, -4.4428)
C (1.2419, -1.2924, -3.8516)
N (0.8877, -1.3888, -2.4318)
C (1.7454, -1.4006, -1.4204)
S (1.1459, -1.6567, 0.2051)
N (3.0422, -1.2832, -1.6405)
C (4.1081, -1.4025, -0.6310)
C (4.5343, -2.8447, -0.4219)
H (1.9556, -2.4820, -5.4953)
H (0.9258, -3.3676, -4.3696)
H (2.5946, -3.0040, -3.9373)
H (0.3503, -0.9391, -4.3679)
H (1.9889, -0.5025, -3.9649)
H (-0.0663, -1.6044, -2.1910)
H (3.3496, -1.2995, -2.6028)
H (3.7441, -0.9620, 0.2943)
H (4.9376, -0.7929, -0.9871)
H (3.7037, -3.4459, -0.0513)
H (5.3395, -2.8867, 0.3104)
H (4.9011, -3.2867, -1.3486)
C (-3.8565, -1.5265, 0.3780)
C (-3.4096, -0.0872, 0.5636)
O (-2.0161, 0.0388, 0.4142)
C (-4.0169, 0.8216, -0.5267)
F (-5.3303, 0.7378, -0.5837)
F (-3.5166, 0.4328, -1.7316)
F (-3.6604, 2.1006, -0.3691)
C (-3.7742, 0.4131, 1.9811)
F (-3.2796, -0.4391, 2.8891)
F (-5.0859, 0.4946, 2.1401)
F (-3.2323, 1.6136, 2.2350)
H (-3.6356, -1.8536, -0.6359)
H (-4.9278, -1.6147, 0.5519)
H (-3.3260, -2.1613, 1.0854)
C (-0.8231, 2.4044, -4.0713)
C (-0.0535, 2.0383, -2.8503)
C (1.2494, 2.3116, -2.4663)
C (1.4048, 1.7556, -1.1936)
N (0.2653, 1.1632, -0.8188)
N (-0.6052, 1.3478, -1.8411)
C (2.5853, 1.8184, -0.2854)
H (-0.1957, 2.3179, -4.9562)
H (-1.1641, 3.4381, -4.0076)
H (-1.6979, 1.7675, -4.1978)
H (1.9847, 2.8625, -3.0281)
H (-1.5543, 1.0079, -1.7694)
H (3.5120, 1.7424, -0.8517)
H (2.6042, 2.7707, 0.2476)
H (2.5659, 1.0160, 0.4540)

In the Löwdin picture, each atom carries the following charge in e: number 1, Ti, carries 0.908; number 2, C, carries -0.389; number 3, S, carries 0.874; number 4, C, carries -1.140; number 5, S, carries 0.786; number 6, N, carries -0.235; number 7, N, carries -0.163; number 8, C, carries -0.001; number 9, C, carries -0.221; number 10, C, carries 0.029; number 11, C, carries 0.003; number 12, C, carries -0.007; number 13, C, carries -0.086; number 14, N, carries 0.044; number 15, H, carries 0.047; number 16, H, carries 0.042; number 17, H, carries 0.044; number 18, H, carries 0.110; number 19, H, carries 0.136; number 20, H, carries 0.132; number 21, H, carries 0.125; number 22, H, carries 0.114; number 23, C, carries -0.056; number 24, C, carries -0.214; number 25, N, carries 0.027; number 26, C, carries -0.691; number 27, S, carries 0.773; number 28, N, carries 0.053; number 29, C, carries -0.242; number 30, C, carries -0.062; number 31, H, carries 0.092; number 32, H, carries 0.089; number 33, H, carries 0.074; number 34, H, carries 0.124; number 35, H, carries 0.117; number 36, H, carries 0.134; number 37, H, carries 0.141; number 38, H, carries 0.080; number 39, H, carries 0.128; number 40, H, carries 0.072; number 41, H, carries 0.091; number 42, H, carries 0.085; number 43, C, carries 0.057; number 44, C, carries -0.344; number 45, O, carries -0.199; number 46, C, carries -0.561; number 47, F, carries 0.219; number 48, F, carries 0.130; number 49, F, carries 0.179; number 50, C, carries -0.565; number 51, F, carries 0.171; number 52, F, carries 0.213; number 53, F, carries 0.169; number 54, H, carries 0.109; number 55, H, carries 0.120; number 56, H, carries 0.092; number 57, C, carries 0.014; number 58, C, carries -0.265; number 59, C, carries 0.048; number 60, C, carries -0.338; number 61, N, carries -0.085; number 62, N, carries 0.079; number 63, C, carries -0.004; number 64, H, carries 0.096; number 65, H, carries 0.101; number 66, H, carries 0.089; number 67, H, carries 0.133; number 68, H, carries 0.130; number 69, H, carries 0.096; number 70, H, carries 0.097; number 71, H, carries 0.054


2.
The molecule C22H31N3O2. Source: the Open Molecules 2025 dataset; level of theory: ωB97M-V/def2-TZVPD.

Output
SMILES string	CCCCN1CCC(CNC(=O)c2c3n(c4ccccc24)CCCO3)CC1
LUMO	0.66	eV
highest occupied orbital energy	-7.6626	eV
electronic energy	-31883.3513	eV
HOMO-LUMO gap	8.3178	eV
relative energy (zero: lowest compared OMol25 entry of this formula, charge and spin)	1.0049	eV
F_max	0.013	hartree/bohr

Atoms and positions in Å:
C (-3.5439, 1.5887, -7.3649)
C (-2.7157, 0.3611, -7.7285)
C (-1.3886, 0.2877, -6.9739)
C (-1.5668, 0.0591, -5.4705)
N (-0.2974, -0.2894, -4.8532)
C (0.5676, 0.8427, -4.5798)
C (0.1384, 1.6738, -3.3624)
C (0.0292, 0.7875, -2.1212)
C (-0.8974, -0.3905, -2.4289)
C (-0.4019, -1.1303, -3.6793)
H (-1.0619, -1.9706, -3.9089)
H (0.5976, -1.5319, -3.4797)
H (-0.9263, -1.0892, -1.5901)
H (-1.9125, -0.0233, -2.6016)
C (-0.4637, 1.6066, -0.9196)
N (-0.3815, 0.8857, 0.3251)
C (0.6142, 1.1171, 1.2265)
O (1.4380, 1.9997, 1.0751)
C (0.5878, 0.2211, 2.3911)
C (1.7021, -0.0966, 3.1441)
N (1.3706, -0.9494, 4.1583)
C (0.0175, -1.1941, 4.0982)
C (-0.7721, -1.9830, 4.9178)
C (-2.1253, -2.0350, 4.6469)
C (-2.6720, -1.3041, 3.5941)
C (-1.8867, -0.5209, 2.7739)
C (-0.5119, -0.4692, 3.0027)
H (-2.3428, 0.0597, 1.9865)
H (-3.7373, -1.3510, 3.4214)
H (-2.7704, -2.6410, 5.2650)
H (-0.3487, -2.5373, 5.7422)
C (2.2977, -1.4277, 5.1516)
C (3.5074, -0.4969, 5.1576)
C (3.9597, -0.2977, 3.7143)
H (4.2251, -1.2668, 3.2671)
H (4.8224, 0.3682, 3.6508)
O (2.9538, 0.3213, 2.9342)
H (3.2265, 0.4710, 5.5772)
H (4.3148, -0.9204, 5.7526)
H (2.6066, -2.4551, 4.9140)
H (1.8035, -1.4357, 6.1278)
H (-0.9351, 0.0514, 0.4208)
H (-1.4995, 1.9245, -1.0854)
H (0.1660, 2.4916, -0.7986)
H (1.0247, 0.3986, -1.8784)
H (0.8665, 2.4679, -3.1923)
H (-0.8286, 2.1438, -3.5571)
H (0.6089, 1.4741, -5.4683)
H (1.5726, 0.4457, -4.4023)
H (-2.2481, -0.7844, -5.3307)
H (-2.0307, 0.9445, -5.0129)
H (-0.7940, -0.5390, -7.3666)
H (-0.8304, 1.2093, -7.1471)
H (-2.5040, 0.3846, -8.8001)
H (-3.2973, -0.5416, -7.5274)
H (-2.9635, 2.4966, -7.5149)
H (-3.8631, 1.5514, -6.3266)
H (-4.4328, 1.6439, -7.9896)

In the Löwdin picture, each atom carries the following charge in e: number 1, C, carries -0.116; number 2, C, carries -0.271; number 3, C, carries -0.202; number 4, C, carries -0.211; number 5, N, carries -0.180; number 6, C, carries -0.180; number 7, C, carries -0.144; number 8, C, carries -0.314; number 9, C, carries -0.145; number 10, C, carries -0.192; number 11, H, carries 0.116; number 12, H, carries 0.122; number 13, H, carries 0.109; number 14, H, carries 0.118; number 15, C, carries -0.155; number 16, N, carries 0.071; number 17, C, carries -0.439; number 18, O, carries 0.072; number 19, C, carries -0.011; number 20, C, carries -0.200; number 21, N, carries 0.028; number 22, C, carries -0.160; number 23, C, carries -0.021; number 24, C, carries -0.102; number 25, C, carries -0.100; number 26, C, carries -0.034; number 27, C, carries -0.106; number 28, H, carries 0.102; number 29, H, carries 0.098; number 30, H, carries 0.097; number 31, H, carries 0.104; number 32, C, carries -0.125; number 33, C, carries -0.130; number 34, C, carries -0.157; number 35, H, carries 0.135; number 36, H, carries 0.132; number 37, O, carries 0.039; number 38, H, carries 0.128; number 39, H, carries 0.120; number 40, H, carries 0.135; number 41, H, carries 0.129; number 42, H, carries 0.112; number 43, H, carries 0.129; number 44, H, carries 0.123; number 45, H, carries 0.152; number 46, H, carries 0.119; number 47, H, carries 0.112; number 48, H, carries 0.111; number 49, H, carries 0.123; number 50, H, carries 0.125; number 51, H, carries 0.109; number 52, H, carries 0.113; number 53, H, carries 0.103; number 54, H, carries 0.102; number 55, H, carries 0.103; number 56, H, carries 0.073; number 57, H, carries 0.063; number 58, H, carries 0.066


3.
The molecule C22H31N3O4S in a non-equilibrium geometry. Source: the Open Molecules 2025 dataset; level of theory: ωB97M-V/def2-TZVPD.

Output
SMILES string	CCN(CC)C(=O)Cn1cc(S(=O)(=O)CC(=O)NC2CCCCC2)c2ccccc21
LUMO	0.53	eV
highest occupied orbital energy	-8.4769	eV
electronic energy	-46814.1117	eV
HOMO-LUMO gap	9.0116	eV
relative energy (zero: lowest compared OMol25 entry of this formula, charge and spin)	0.3994	eV
F_max	0.021	hartree/bohr

Atoms and positions in Å:
C (-1.3115, 1.2148, -5.9615)
H (-1.9893, 1.9849, -5.6035)
H (-1.1667, 1.3473, -7.0299)
C (0.0267, 1.3320, -5.2388)
N (-0.1207, 1.1441, -3.8023)
C (-0.4065, 2.2350, -3.0669)
O (-0.5422, 3.3368, -3.5654)
C (-0.5823, 2.0704, -1.5452)
N (0.5742, 1.5398, -0.8790)
C (0.6076, 0.4534, -0.0678)
C (1.8788, 0.2498, 0.3929)
C (2.6947, 1.2853, -0.1434)
C (4.0472, 1.6033, -0.0372)
C (4.5060, 2.7060, -0.7221)
C (3.6499, 3.4893, -1.5031)
C (2.3094, 3.1928, -1.6280)
C (1.8361, 2.0804, -0.9410)
H (1.6557, 3.7986, -2.2351)
H (4.0512, 4.3467, -2.0219)
H (5.5490, 2.9777, -0.6592)
H (4.6987, 0.9848, 0.5594)
S (2.3521, -0.9785, 1.5508)
O (1.4900, -2.1273, 1.4108)
O (3.7699, -1.2063, 1.4888)
C (1.9655, -0.2093, 3.1741)
C (0.4630, -0.1011, 3.1933)
O (-0.1206, 0.9154, 2.8684)
N (-0.1540, -1.2390, 3.5630)
H (0.3999, -2.0813, 3.6114)
C (-1.5866, -1.4283, 3.4428)
C (-2.1760, -1.9055, 4.7711)
C (-3.6848, -2.0948, 4.6402)
C (-4.0068, -3.0891, 3.5286)
C (-3.4120, -2.6195, 2.2042)
C (-1.9035, -2.4352, 2.3365)
H (-1.4685, -2.0949, 1.3954)
H (-1.4365, -3.3918, 2.5822)
H (-3.8708, -1.6703, 1.9180)
H (-3.6278, -3.3475, 1.4196)
H (-5.0885, -3.1995, 3.4319)
H (-3.5924, -4.0666, 3.7848)
H (-4.1498, -1.1332, 4.4126)
H (-4.0950, -2.4491, 5.5877)
H (-1.9536, -1.1763, 5.5520)
H (-1.7101, -2.8538, 5.0494)
H (-2.0020, -0.4472, 3.1886)
H (2.4428, 0.7653, 3.1843)
H (2.3713, -0.8604, 3.9417)
H (-0.2721, -0.1204, 0.1483)
H (-0.8005, 3.0754, -1.1647)
H (-1.4437, 1.4316, -1.3348)
C (0.0046, -0.2138, -3.3172)
C (1.4613, -0.6634, -3.1962)
H (2.0369, 0.0385, -2.5997)
H (1.9280, -0.7395, -4.1750)
H (1.5044, -1.6375, -2.7172)
H (-0.5183, -0.8696, -4.0212)
H (-0.4885, -0.3093, -2.3513)
H (0.4385, 2.3302, -5.4009)
H (0.7325, 0.5894, -5.6131)
H (-1.7642, 0.2403, -5.7905)

In the Löwdin picture, each atom carries the following charge in e: number 1, C, carries -0.065; number 2, H, carries 0.075; number 3, H, carries 0.074; number 4, C, carries -0.196; number 5, N, carries -0.062; number 6, C, carries -0.452; number 7, O, carries 0.052; number 8, C, carries -0.019; number 9, N, carries -0.029; number 10, C, carries -0.039; number 11, C, carries -0.232; number 12, C, carries -0.148; number 13, C, carries -0.014; number 14, C, carries -0.082; number 15, C, carries -0.079; number 16, C, carries 0.006; number 17, C, carries -0.168; number 18, H, carries 0.108; number 19, H, carries 0.102; number 20, H, carries 0.101; number 21, H, carries 0.106; number 22, S, carries 0.698; number 23, O, carries -0.308; number 24, O, carries -0.300; number 25, C, carries -0.105; number 26, C, carries -0.551; number 27, O, carries 0.063; number 28, N, carries 0.096; number 29, H, carries 0.140; number 30, C, carries -0.315; number 31, C, carries -0.149; number 32, C, carries -0.201; number 33, C, carries -0.210; number 34, C, carries -0.198; number 35, C, carries -0.147; number 36, H, carries 0.106; number 37, H, carries 0.125; number 38, H, carries 0.115; number 39, H, carries 0.109; number 40, H, carries 0.108; number 41, H, carries 0.114; number 42, H, carries 0.115; number 43, H, carries 0.109; number 44, H, carries 0.117; number 45, H, carries 0.120; number 46, H, carries 0.152; number 47, H, carries 0.117; number 48, H, carries 0.112; number 49, H, carries 0.136; number 50, H, carries 0.145; number 51, H, carries 0.139; number 52, C, carries -0.192; number 53, C, carries -0.046; number 54, H, carries 0.067; number 55, H, carries 0.071; number 56, H, carries 0.083; number 57, H, carries 0.122; number 58, H, carries 0.100; number 59, H, carries 0.122; number 60, H, carries 0.115; number 61, H, carries 0.068


> Which of these has the lowest HOMO-LUMO gap?

C22H31F6N7OS3Ti


> What is the F_max in the second record?

0.013 hartree/bohr


> highest occupied orbital energy of number 2 (C22H31N3O2)?

-7.6626 eV